No. 1
Entry from OMol25: a structure of composition C32H54N2O10 at a distorted geometry (wB97M-V/def2-TZVPD).

Values from the calculation:
- Energy above the lowest of the compared OMol25 structures with the same formula, charge and spin: 1554.8 kJ/mol

CARTESIAN COORDINATES (ANGSTROEM)
C  -1.02470  22.13447  -27.58587
N  -0.53805  21.04360  -28.42501
O  0.32548  21.29189  -29.24622
O  -0.81694  19.90776  -28.14794
H  -0.84620  21.82549  -26.55593
H  -2.11123  22.21394  -27.62087
H  -0.52893  23.03763  -27.94168
C  -3.70207  24.17786  -32.74899
N  -5.14672  23.77940  -32.65353
O  -5.77297  23.78439  -33.73430
O  -5.65719  23.51488  -31.57651
H  -3.16321  23.31261  -32.36291
H  -3.45152  25.00262  -32.08183
H  -3.30333  24.24104  -33.76146
C  -1.46274  16.52200  -33.60880
O  -1.64646  17.67675  -34.33886
C  -0.86711  18.84461  -34.02283
C  -0.63779  19.26794  -32.54506
O  -0.14751  20.54388  -32.33968
C  -0.53159  21.20977  -31.11629
H  -1.67061  15.65470  -34.23543
H  -2.09952  16.57331  -32.72564
H  -0.42231  16.23455  -33.45723
H  -1.31359  19.72284  -34.48917
H  0.16623  18.66230  -34.31788
H  0.19687  18.74699  -32.07596
H  -1.50895  19.05662  -31.92497
H  -0.43322  20.41900  -30.37258
H  -1.52818  21.60893  -30.92770
H  0.03174  22.04538  -30.70096
C  0.38156  23.88781  -30.72416
O  -0.88950  23.20320  -30.81996
C  -2.06524  23.84550  -30.53638
C  -3.28414  22.91391  -30.21230
O  -2.97303  21.87693  -29.18720
C  -4.07554  21.43381  -28.39162
H  1.01255  23.01306  -30.56677
H  0.36907  24.56089  -29.86690
H  0.49502  24.47680  -31.63427
H  -2.40835  24.65417  -31.18170
H  -1.90931  24.29345  -29.55499
H  -3.80276  22.60151  -31.11869
H  -4.02156  23.54331  -29.71415
H  -4.99611  21.43522  -28.97526
H  -4.35802  22.18276  -27.65176
H  -4.03099  20.39713  -28.05784
C  -0.83955  24.54986  -33.77747
O  -1.35426  25.04365  -32.61042
C  -0.69148  26.24045  -32.08820
C  -0.97576  26.42030  -30.56675
O  -2.42761  26.46740  -30.34012
C  -2.91259  26.98436  -29.13647
H  -1.39189  23.65354  -34.05967
H  0.11587  24.10814  -33.49437
H  -0.77261  25.23271  -34.62443
H  -1.13842  27.02106  -32.70382
H  0.36198  26.33984  -32.34980
H  -0.56766  27.34213  -30.15228
H  -0.53631  25.67909  -29.89923
H  -2.68404  26.33784  -28.28920
H  -3.99959  27.02150  -29.20829
H  -2.42716  27.93420  -28.91230
C  3.45016  24.59421  -29.47421
C  2.10706  24.53024  -29.06399
C  1.68732  25.29344  -27.87797
C  2.46027  26.14603  -27.18945
C  3.78772  26.16172  -27.63142
C  4.24615  25.50458  -28.73971
H  3.73657  24.06099  -30.36867
H  1.36537  23.91258  -29.54856
H  0.63349  25.27736  -27.64223
H  2.00901  26.75673  -26.42147
H  4.46846  26.80631  -27.09523
H  5.19385  25.83744  -29.13653
C  3.47044  21.46141  -32.43296
C  3.96377  21.98961  -33.66357
C  3.49941  23.25959  -34.13759
C  2.61465  24.05132  -33.34409
C  2.20841  23.51431  -32.13454
C  2.60580  22.22239  -31.69229
H  3.78434  20.48266  -32.10143
H  4.50949  21.30137  -34.29199
H  3.93355  23.68544  -35.03010
H  2.28524  25.00266  -33.73503
H  1.50969  24.05293  -31.51158
H  2.33877  21.89426  -30.69860
C  -2.34717  17.73941  -25.46628
C  -2.76767  18.22722  -24.21499
C  -3.58848  19.31860  -24.19488
C  -4.07690  19.92255  -25.39319
C  -3.79830  19.29474  -26.58761
C  -2.91669  18.21293  -26.62079
H  -1.56609  16.99903  -25.55656
H  -2.44561  17.79281  -23.28013
H  -3.90990  19.77337  -23.26953
H  -4.61853  20.84803  -25.26464
H  -4.19419  19.66421  -27.52204
H  -2.65882  17.82221  -27.59406



No. 2
Entry from OMol25: a structure of composition C29H29BCl5CsF16KLiN2NaO13PS3 at a distorted geometry (wB97M-V/def2-TZVPD).

Values from the calculation:
- Energy above the lowest of the compared OMol25 structures with the same formula, charge and spin: 514.1 kJ/mol

CARTESIAN COORDINATES (ANGSTROEM)
C  4.39696  0.54277  2.00696
B  3.74873  1.21566  0.65260
O  4.03120  2.58936  0.45241
C  2.81427  0.41644  -0.37582
C  1.85076  -0.53138  0.21284
C  0.92446  -1.31478  -0.62613
C  0.93792  -1.13388  -2.08891
C  1.89369  -0.20932  -2.72152
C  2.84114  0.55516  -1.86562
C  3.88887  1.51564  -2.45410
Cl  5.52706  0.79525  -2.72511
C  3.68588  2.82374  -2.74330
C  2.28158  3.48466  -2.50819
Cl  4.99845  3.86619  -3.41107
S  -0.29620  -2.13178  -3.01454
C  -1.71507  -2.13521  -1.83463
C  -3.13425  -2.07085  -2.29569
C  -4.22932  -2.07249  -1.28248
C  -5.74328  -1.95236  -1.69310
C  -6.16637  -0.44612  -1.30899
C  -7.10067  -0.37019  -0.07747
F  -6.97036  -1.46872  0.82165
F  -8.40704  -0.47529  -0.55258
C  -6.98004  0.93103  0.81866
F  -6.08955  0.77399  1.88673
F  -8.22721  1.02930  1.46070
C  -6.81796  2.30417  0.05134
F  -7.44113  3.26644  0.85303
F  -7.62254  2.23418  -1.06531
C  -5.34895  2.80966  -0.24152
F  -4.32079  1.95485  0.10156
F  -5.15573  3.96174  0.52892
C  -5.09679  3.26093  -1.74282
F  -5.29674  2.23404  -2.64665
F  -5.96467  4.28681  -2.08080
C  -3.64240  3.80565  -2.04062
F  -3.65145  4.21762  -3.36737
F  -3.26919  4.89305  -1.32114
F  -2.65823  2.81487  -1.99935
C  -3.91418  -2.17916  0.17744
C  -2.52484  -2.24309  0.62834
C  -1.34503  -2.19504  -0.41840
N  0.06318  -2.21091  0.07438
H  5.06703  -0.36068  1.79150
H  5.07628  1.33945  2.51632
H  3.56732  0.30073  2.76887
H  4.17837  3.00081  1.32726
H  1.78910  -0.69007  1.32476
H  1.94199  -0.08299  -3.83377
H  1.48302  2.77345  -2.90647
H  2.28377  4.47162  -3.07311
H  2.13482  3.74502  -1.42367
H  -3.35663  -1.99901  -3.39444
H  -6.38875  -2.72740  -1.20890
H  -5.82334  -2.05883  -2.80855
H  -6.70829  -0.05508  -2.24697
H  -5.20387  0.11975  -1.22921
H  -4.69555  -2.21308  0.97226
H  -2.33159  -2.28094  1.77012
H  0.05896  -2.00658  1.07548
Li  1.14980  3.51987  -4.66602
F  -7.75585  0.77542  -3.24139
C  -7.29265  2.07293  -6.19796
O  -6.50586  2.68080  -6.91659
O  -7.08924  0.93120  -5.71557
O  -8.41330  2.49020  -5.83160
O  -7.80093  -4.17547  0.57770
H  -8.19320  -4.61458  1.34034
H  -7.76896  -3.24397  0.83161
C  1.19856  -1.90062  7.58851
O  0.63067  -3.16461  7.29417
P  0.63062  -3.72202  5.65989
O  1.98008  -3.03682  5.38802
O  -0.58750  -2.68499  5.26853
C  -1.80596  -2.79591  6.00704
O  0.62880  -4.30380  4.03858
C  1.66348  -5.23108  3.73300
H  0.85243  -1.60376  8.58048
H  2.28674  -1.97664  7.61377
H  0.88306  -1.14617  6.86240
H  -1.85338  -1.98837  6.74044
H  -1.87704  -3.75087  6.53071
H  -2.64953  -2.70101  5.32120
H  1.70216  -6.01985  4.48392
H  2.62797  -4.72378  3.67616
H  1.45127  -5.67856  2.75901
K  -0.78540  -2.88436  2.36898
Cs  4.09544  -0.37718  4.18206
C  8.65906  2.20408  0.71466
Cl  9.42847  0.69476  1.19554
Cl  7.47514  1.91603  -0.55911
Cl  7.87238  2.97884  2.09909
H  9.42599  2.87126  0.33308
N  12.72061  1.48256  -2.51790
S  11.17192  1.43003  -2.25092
O  10.65972  0.25426  -1.60273
O  10.31261  2.04846  -3.22000
F  11.08736  2.49816  -1.04983
S  13.16706  0.46013  -3.63091
O  14.58503  0.25103  -3.66715
O  12.52670  0.54988  -4.91118
F  12.65291  -0.94433  -3.07719
Na  -0.97404  1.84005  -3.77859



No. 3
Entry from OMol25: a cluster of 2 separate species, C5H14NO in total at a distorted geometry (wB97M-V/def2-TZVPD).

Values from the calculation:
- Energy above the lowest of the compared OMol25 structures with the same formula, charge and spin: 145.8 kJ/mol
- Charge: +1

CARTESIAN COORDINATES (ANGSTROEM)
C  1.04386  -0.74222  -1.42816
C  0.68605  -1.13580  0.02389
C  0.26029  0.04683  0.87184
C  0.71461  0.22144  2.11415
C  0.34337  1.38980  2.96412
N  0.22070  0.35556  -1.96608
H  0.93957  -1.66050  -2.00131
H  2.10811  -0.57979  -1.59503
H  1.60337  -1.53328  0.44951
H  -0.13545  -1.85203  -0.01747
H  -0.69685  0.48868  0.60579
H  1.18502  -0.62396  2.61344
H  0.86540  2.30005  2.66220
H  0.54220  1.22666  4.01460
H  -0.71249  1.65493  2.87155
H  0.02578  1.03689  -1.22039
H  -0.72338  -0.00049  -2.19265
H  0.59487  0.93143  -2.71764
H  -2.86049  -1.09458  -1.54658
H  -3.25081  0.33849  -1.86913
O  -2.48178  -0.21531  -1.68726



No. 4
Entry from OMol25: a cluster of 8 separate species, C60H74Cl2I2N10O3P in total at a distorted geometry (wB97M-V/def2-TZVPD).

Values from the calculation:
- Charge: +1

CARTESIAN COORDINATES (ANGSTROEM)
C  -4.08674  -5.83776  0.21410
C  -3.25095  -6.48850  -0.92549
C  -1.78675  -6.75993  -0.51943
C  -0.86966  -5.51074  -0.53835
C  -0.86095  -4.74210  -1.89240
C  -1.09072  -3.21486  -1.72140
C  -2.51731  -2.97710  -1.14351
C  -3.10272  -1.62477  -1.50229
C  -3.37493  -1.43161  -2.83459
C  -3.96325  -0.26815  -3.28828
C  -4.24510  -0.19006  -4.76720
O  -3.48909  0.39251  -5.50872
O  -5.34650  -0.83153  -5.27295
P  -5.00209  -1.80964  -6.61144
N  -5.31635  -3.29032  -6.25583
C  -4.28492  0.74511  -2.37742
C  -5.00680  1.96862  -2.97254
Cl  -4.23997  3.53402  -2.61831
C  -6.51888  1.93171  -2.53368
C  -7.04792  0.50956  -2.27035
Cl  -7.46075  2.52678  -3.97967
C  -3.95997  0.53518  -1.02864
C  -4.29683  1.57901  0.01592
I  -6.17399  1.41549  1.05436
C  -3.50763  2.59211  0.39788
C  -3.90505  3.57185  1.50303
I  -1.62633  2.98070  -0.48312
N  -3.37892  -0.63457  -0.62066
C  -3.09886  -0.90620  0.80898
C  -1.61624  -1.03069  1.25949
N  -0.69644  0.01891  0.81315
C  0.14079  0.49849  1.93994
C  -0.61031  1.56703  2.78705
C  0.15912  -0.38736  -0.28128
C  -0.14749  0.00698  -1.72429
O  1.16976  -1.01607  -0.05683
H  -4.49242  -6.64630  0.83254
H  -4.96415  -5.33971  -0.22985
H  -3.52736  -5.09704  0.79811
H  -3.71378  -7.46677  -1.12311
H  -3.35330  -5.91677  -1.85822
H  -1.36859  -7.54435  -1.16600
H  -1.81849  -7.18464  0.49661
H  -1.06078  -4.85729  0.32847
H  0.15258  -5.89264  -0.39050
H  0.15022  -4.83063  -2.34466
H  -1.60165  -5.09803  -2.62048
H  -0.32853  -2.86256  -1.01665
H  -0.96605  -2.73222  -2.69760
H  -3.17280  -3.72733  -1.61387
H  -2.51374  -3.20929  -0.07905
H  -3.15070  -2.22137  -3.55103
H  -5.75315  -1.31911  -7.70760
H  -3.64434  -1.71060  -6.98044
H  -5.65442  -3.36141  -5.30020
H  -5.06039  1.90346  -4.06335
H  -6.73738  2.64822  -1.74090
H  -8.13972  0.55287  -2.36374
H  -6.73284  0.08508  -1.31496
H  -6.72639  -0.19794  -3.05191
H  -3.12523  4.33598  1.61778
H  -4.88410  4.02219  1.32150
H  -3.89481  3.01048  2.45154
H  -3.55385  -1.88650  1.01120
H  -3.59121  -0.20343  1.48337
H  -1.62809  -0.99942  2.35813
H  -1.16068  -2.00358  1.00457
H  0.46391  -0.32038  2.59944
H  1.02529  1.00307  1.53423
H  -0.25215  1.50289  3.82354
H  -1.69935  1.42421  2.74292
H  -0.37704  2.57936  2.43703
H  0.08960  -0.80575  -2.41684
H  0.48589  0.85870  -2.01095
H  -1.18219  0.34144  -1.85958
N  2.75481  -4.21481  -2.23635
C  3.27999  -3.47039  -1.26058
C  4.51629  -3.71156  -0.68543
C  5.25503  -4.78935  -1.14402
C  4.73148  -5.57631  -2.15630
C  3.48519  -5.24870  -2.66777
H  2.66697  -2.63859  -0.93024
H  4.88890  -3.07016  0.10238
H  6.22550  -5.01311  -0.71901
H  5.27680  -6.42702  -2.54159
H  3.03793  -5.83672  -3.46202
N  -2.28200  6.50373  2.81754
C  -0.95563  6.51967  2.64593
C  -0.10160  7.36391  3.33130
C  -0.65070  8.24836  4.24591
C  -2.02214  8.25417  4.44080
C  -2.79081  7.36361  3.70585
H  -0.57406  5.81139  1.91652
H  0.96623  7.33094  3.15461
H  -0.01465  8.92616  4.80141
H  -2.48282  8.93214  5.14605
H  -3.86809  7.32743  3.82487
N  2.87691  6.62043  1.77600
C  3.95568  5.86494  1.56150
C  4.73577  5.94137  0.41846
C  4.37648  6.85078  -0.56297
C  3.25819  7.64398  -0.36166
C  2.54841  7.49097  0.81901
H  4.19794  5.16587  2.35492
H  5.60228  5.30503  0.30038
H  4.96231  6.93860  -1.47165
H  2.94344  8.36595  -1.10299
H  1.66794  8.09361  1.02033
N  4.93504  -1.90053  5.24550
C  5.58000  -3.06746  5.24724
C  5.40642  -4.04633  4.27947
C  4.50913  -3.79925  3.25494
C  3.82627  -2.59378  3.23499
C  4.07739  -1.68283  4.24941
H  6.26934  -3.21576  6.07100
H  5.95894  -4.97460  4.32911
H  4.34223  -4.53787  2.47968
H  3.11575  -2.36454  2.45051
H  3.57002  -0.72372  4.27474
N  6.62530  6.84191  -3.39250
C  7.70378  6.08687  -3.60621
C  8.48439  6.16366  -4.74860
C  8.12442  7.07353  -5.72874
C  7.00686  7.86655  -5.52830
C  6.29720  7.71272  -4.34810
H  7.94588  5.38721  -2.81362
H  9.35067  5.52729  -4.86650
H  8.70734  7.16374  -6.63665
H  6.69255  8.58863  -6.26932
H  5.41753  8.31487  -4.14639
N  3.16608  -8.76791  0.43784
C  3.07043  -10.03982  0.04912
C  2.39150  -10.44941  -1.08871
C  1.77333  -9.48423  -1.86645
C  1.85930  -8.15680  -1.47921
C  2.56573  -7.85552  -0.32454
H  3.56707  -10.75999  0.68983
H  2.34901  -11.49610  -1.35699
H  1.23244  -9.76274  -2.76257
H  1.39000  -7.37003  -2.05625
H  2.66219  -6.82860  0.01584
N  -0.35323  5.11656  7.37162
C  -0.77708  5.15445  6.10806
C  -1.31313  4.06164  5.44275
C  -1.41072  2.86100  6.12729
C  -0.97389  2.80018  7.44046
C  -0.45727  3.95267  8.01285
H  -0.67754  6.11233  5.61411
H  -1.64426  4.15153  4.41583
H  -1.82274  1.98288  5.64372
H  -1.03252  1.88183  8.00890
H  -0.10620  3.95447  9.03893



E_LUMO, record by record: 0.3; -4.8; -3.2; -4.1 eV
Gap between HOMO and LUMO, record by record: 8.35; 1.23; 9.61; 6.86 eV
HOMO, record by record: -8.10; -6.04; -12.78; -10.99 eV